# 1
{
  "formula": "C3H13O4",
  "method": "wB97M-V/def2-TZVPD",
  "total_charge": -1,
  "relative_energy_kj_mol": 231.4,
  "elements": ["C", "O", "C", "C", "H", "H", "H", "H", "H", "H", "H", "H", "H", "O", "H", "H", "O", "H", "H", "O"],
  "coordinates": [[-0.720763, -0.144625, -0.598982], [-0.878223, 1.108725, -0.056247], [0.682031, -0.161571, -1.433136], [1.072899, -1.596205, -1.473352], [-1.469008, -0.404966, -1.238276], [-0.580520, -0.880766, 0.022778], [1.392386, 0.555687, -0.909752], [0.259868, 0.358553, -2.317629], [1.221379, -2.117798, -0.419905], [1.867634, -1.770079, -2.122830], [0.194088, -2.124165, -1.907183], [-1.990295, 1.888250, 0.986643], [-0.870459, 2.662086, 1.617100], [-1.738701, 2.607305, 1.645737], [-1.263314, -2.171331, 1.638139], [0.244627, -2.253564, 2.292824], [-0.523768, -2.659439, 1.785041], [1.389427, 3.077232, 0.617605], [0.501688, 1.694607, 0.672656], [1.209033, 2.332057, 1.198773]],
  "forces_ev_per_angstrom": [[3.747, 5.725, -1.724], [0.016, -0.566, 0.005], [-2.096, 1.721, 1.678], [-1.469, -1.367, 1.269], [-2.448, -0.821, -2.323], [0.424, -4.097, 4.152], [-0.791, -1.075, -0.589], [1.203, -0.701, -0.314], [-0.065, 1.378, -2.045], [1.743, -0.695, -0.908], [0.491, -0.053, 0.199], [1.306, 0.939, 0.660], [6.440, 0.152, -0.379], [-7.955, -0.321, 0.517], [-2.658, 3.039, -0.217], [-2.369, -0.072, -1.206], [5.048, -3.016, 1.509], [-0.208, -0.205, -0.123], [0.666, 1.362, 0.588], [-1.025, -1.326, -0.749]],
  "mulliken_charge": [-0.468, -0.961, -0.313, -0.955, 0.605, -0.072, 0.285, 0.183, 0.149, 0.397, 0.245, 0.413, 0.340, -0.679, 0.277, 0.327, -0.658, 0.279, 0.375, -0.769]
}

# 2
{
  "formula": "C3H14BaO5",
  "method": "wB97M-V/def2-TZVPD",
  "total_charge": 0,
  "elements": ["Ba", "O", "H", "O", "H", "C", "O", "H", "H", "H", "H", "C", "O", "H", "H", "H", "H", "C", "O", "H", "H", "H", "H"],
  "coordinates": [[21.507614, 1.049534, 4.108549], [19.267390, 1.835466, 5.223325], [19.430690, 2.602543, 5.805959], [20.721601, -0.754107, 5.766216], [21.171976, -0.486861, 6.591003], [23.714793, -1.237533, 7.156592], [23.178426, -1.173301, 5.853140], [23.408568, -0.391887, 7.772384], [23.480116, -2.166676, 7.675953], [24.779052, -1.028964, 7.047317], [22.218836, -1.170759, 5.825085], [22.523924, -0.359554, 1.015471], [22.203800, -0.899650, 2.268901], [21.884337, -0.776932, 0.237762], [22.355204, 0.714732, 0.941005], [23.582326, -0.462256, 0.776050], [22.618699, -1.750672, 2.427727], [25.150744, 2.048202, 4.163779], [24.182746, 0.983161, 4.044415], [26.073744, 1.755269, 4.664140], [25.369323, 2.448965, 3.173978], [24.721938, 2.864507, 4.745038], [24.684828, 0.330443, 3.550998]],
  "forces_ev_per_angstrom": [[-2.570, -0.724, 1.855], [1.654, 0.870, -0.550], [-0.416, -0.431, -0.327], [1.248, 0.416, -0.192], [-1.316, 0.165, 0.006], [0.084, 0.822, -0.583], [2.859, -0.146, -0.248], [-0.584, 0.082, 0.262], [0.243, -0.085, -0.022], [0.255, -0.699, 0.146], [-2.043, -0.503, -0.112], [0.288, -0.029, -1.051], [-0.229, 0.483, 0.619], [0.229, -0.260, -0.138], [-0.272, 0.178, 0.684], [0.020, -0.343, -0.149], [-0.010, -0.092, -0.113], [-0.388, 0.586, -0.030], [1.465, 0.826, -0.159], [-0.104, -0.304, -0.039], [0.200, 0.013, -0.032], [-0.163, -0.155, 0.059], [-0.452, -0.673, 0.113]],
  "mulliken_charge": [1.660, -0.976, 0.159, -1.091, 0.256, -0.726, -0.447, 0.289, 0.279, 0.221, 0.365, -0.604, -0.468, 0.296, 0.226, 0.285, 0.275, -0.667, -0.336, 0.265, 0.295, 0.239, 0.206]
}

# 3
{
  "formula": "C3H14N2O2",
  "method": "wB97M-V/def2-TZVPD",
  "total_charge": 0,
  "smiles": "C[C@H](N)CN.O.O",
  "relative_energy_kj_mol": 202.0,
  "elements": ["C", "C", "N", "C", "N", "H", "H", "H", "H", "H", "H", "H", "H", "H", "H", "O", "H", "H", "O", "H", "H"],
  "coordinates": [[-0.369673, 0.144415, -1.979515], [-0.090261, -0.363093, -0.562634], [0.751423, 0.677684, 0.164262], [0.724776, -1.720228, -0.697622], [0.676211, -2.516622, 0.596058], [-0.707754, -0.595473, -2.735817], [-1.047576, 0.842473, -1.951924], [0.572048, 0.412590, -2.405332], [-0.998381, -0.573742, -0.037595], [1.364680, 1.183091, -0.448296], [0.240930, 1.327050, 0.721453], [1.731973, -1.490093, -0.970663], [0.482294, -2.354811, -1.570100], [0.923851, -1.934922, 1.312405], [1.161285, -3.409766, 0.608937], [-0.876255, 3.381286, -0.320051], [-0.210363, 4.240873, -0.569484], [-1.559386, 3.691440, 0.243381], [-0.897984, -0.014156, 3.781470], [-1.572137, -0.225678, 3.106102], [-0.299701, -0.702317, 3.714963]],
  "forces_ev_per_angstrom": [[2.680, -4.677, -0.446], [2.347, -0.346, -1.080], [-0.541, -2.242, 0.004], [-0.353, -0.532, 1.297], [-1.455, -0.869, -3.483], [-0.186, -0.151, 0.843], [-3.300, 4.355, -0.044], [0.655, 0.923, -0.237], [-0.468, 0.053, 0.558], [-0.022, 0.042, -0.359], [-0.551, 0.320, 0.079], [1.064, 0.742, 0.171], [-0.970, 0.207, 0.642], [1.086, 1.543, 2.228], [0.073, 0.577, -0.165], [3.972, 2.767, -2.100], [-3.202, -3.612, 1.329], [-0.822, 0.901, 0.797], [-2.507, 1.939, -0.431], [0.486, 0.224, 0.550], [2.014, -2.164, -0.152]],
  "mulliken_charge": [-1.647, 0.320, -0.599, -0.580, -0.630, 0.371, 0.448, 0.394, 0.372, 0.226, 0.263, 0.321, 0.389, 0.157, 0.205, -0.649, 0.336, 0.310, -0.633, 0.320, 0.306]
}

# 4
{
  "formula": "C3H14N2O2",
  "method": "wB97M-V/def2-TZVPD",
  "total_charge": 0,
  "smiles": "CCNCN.O.O",
  "relative_energy_kj_mol": 176.8,
  "elements": ["C", "C", "N", "C", "N", "H", "H", "H", "H", "H", "H", "H", "H", "H", "H", "O", "H", "H", "O", "H", "H"],
  "coordinates": [[-1.004946, -0.483190, -2.503795], [0.176983, -0.896960, -1.626687], [-0.233454, -0.761379, -0.248493], [-0.062446, 0.557531, 0.389687], [-0.467512, 0.419989, 1.786001], [-1.390448, 0.506922, -2.302108], [-0.681429, -0.667127, -3.537258], [-1.907311, -1.170941, -2.332412], [1.192414, -0.373561, -1.690792], [0.427475, -1.905111, -1.747082], [-1.193218, -0.966235, -0.064253], [0.936490, 0.941408, 0.399897], [-0.759141, 1.233185, -0.115561], [0.336597, 0.625053, 2.335746], [-0.670783, -0.580478, 1.980917], [1.248743, 3.708793, 2.044008], [0.732255, 4.516607, 1.690705], [0.646168, 3.155387, 2.593357], [1.018769, -2.617487, 1.325301], [0.826453, -3.398654, 0.981137], [0.828345, -1.843753, 0.641675]],
  "forces_ev_per_angstrom": [[-0.112, -1.633, -0.827], [-0.284, 1.904, 0.943], [1.929, 0.823, 1.573], [-1.467, -0.663, 0.010], [-0.678, -0.815, 0.072], [0.354, 0.396, -0.256], [-0.552, 0.612, -0.070], [1.415, 0.649, -0.054], [-1.630, -0.145, -0.488], [0.203, -1.718, -0.667], [-0.642, -0.627, -0.396], [0.684, 0.044, -0.739], [0.328, 0.541, 0.048], [0.488, 0.044, 0.697], [0.213, 0.944, -0.117], [-1.394, 1.239, -0.396], [1.005, -2.252, 1.118], [0.331, 0.964, -0.736], [1.439, 6.979, 1.500], [-1.355, -5.174, -2.634], [-0.275, -2.110, 1.420]],
  "mulliken_charge": [-1.042, -0.417, -0.402, -0.463, -0.670, 0.316, 0.347, 0.281, 0.331, 0.296, 0.234, 0.409, 0.253, 0.258, 0.297, -0.665, 0.327, 0.335, -0.709, 0.252, 0.429]
}

# 5
{
  "formula": "C3H14N2O2",
  "method": "wB97M-V/def2-TZVPD",
  "total_charge": 0,
  "smiles": "NCCCN.O.O",
  "relative_energy_kj_mol": 127.0,
  "elements": ["N", "C", "C", "C", "N", "H", "H", "H", "H", "H", "H", "H", "H", "H", "H", "O", "H", "H", "O", "H", "H"],
  "coordinates": [[0.870600, 1.669494, -1.434324], [0.462899, 0.276726, -1.601976], [1.120812, -0.788501, -0.703677], [0.373948, -2.116362, -0.826544], [0.444328, -2.787601, -2.111381], [1.686821, 1.732346, -0.855150], [0.219384, 2.274656, -0.950208], [-0.587397, 0.163201, -1.338865], [0.706023, -0.008726, -2.626316], [0.945068, -0.518937, 0.330404], [2.205161, -0.834885, -0.815960], [0.588062, -2.833013, -0.048514], [-0.686226, -1.890121, -0.675092], [1.175440, -3.464548, -2.257609], [0.364287, -2.185347, -2.911669], [0.965943, 1.934964, 1.632185], [0.562910, 1.249714, 1.101997], [1.366707, 2.638499, 1.123928], [-4.200259, 1.778886, 4.627960], [-4.309878, 2.628191, 5.058786], [-4.274623, 1.081366, 5.282016]],
  "forces_ev_per_angstrom": [[0.273, 0.352, 0.239], [0.341, -0.501, 0.476], [-0.238, 0.307, 0.573], [-0.318, 0.050, -0.997], [-0.166, -0.461, -0.202], [0.685, -0.154, -0.079], [-0.500, -0.385, -0.261], [-0.294, 0.200, -0.727], [-0.592, 0.007, -0.181], [0.125, 0.330, 0.498], [0.007, -0.242, -0.267], [0.515, -0.112, 0.250], [-0.062, 0.153, 0.146], [0.187, 0.196, 0.242], [0.019, 0.122, -0.036], [0.038, 0.072, 1.399], [0.153, 0.301, -0.585], [-0.172, -0.234, -0.486], [0.075, -0.100, -0.531], [-0.035, -0.101, 0.292], [-0.042, 0.199, 0.236]],
  "mulliken_charge": [-0.676, -0.506, -0.323, -0.782, -0.519, 0.227, 0.349, 0.315, 0.257, 0.214, 0.300, 0.426, 0.315, 0.206, 0.193, -0.660, 0.349, 0.316, -0.641, 0.321, 0.321]
}

# 6
{
  "formula": "C3H14N2O2",
  "method": "wB97M-V/def2-TZVPD",
  "total_charge": 0,
  "smiles": "C[C@H](N)CN.O.O",
  "relative_energy_kj_mol": 48.1,
  "elements": ["C", "C", "N", "C", "N", "H", "H", "H", "H", "H", "H", "H", "H", "H", "H", "O", "H", "H", "O", "H", "H"],
  "coordinates": [[-0.238885, 1.132611, 2.447856], [-0.072362, 0.955975, 0.942062], [-1.102440, 0.075012, 0.352045], [1.279505, 0.361909, 0.632451], [1.590104, 0.225545, -0.799707], [0.442284, 1.883531, 2.838751], [-1.242897, 1.388037, 2.784154], [0.021708, 0.227776, 3.016194], [-0.236542, 1.947831, 0.514363], [-1.309850, -0.665370, 1.003232], [-1.946279, 0.574693, 0.131860], [1.357192, -0.636630, 1.054113], [2.074069, 0.968698, 1.068865], [1.265199, 1.025847, -1.330885], [1.021167, -0.537884, -1.173646], [-5.099990, -2.134372, -0.952624], [-5.387693, -1.885112, -1.843988], [-5.754887, -1.714080, -0.367255], [4.123152, -0.315166, -2.188787], [3.341314, 0.056128, -1.728188], [4.875049, 0.065539, -1.720190]],
  "forces_ev_per_angstrom": [[0.341, -0.370, 0.796], [-1.290, -0.340, 0.493], [0.638, 0.199, -0.047], [0.706, 0.530, -0.878], [-0.418, -0.424, -0.285], [0.086, 0.295, -0.046], [-0.127, 0.173, -0.374], [-0.034, -0.106, -0.344], [0.450, -0.035, -0.373], [-0.257, -0.218, 0.035], [-0.250, 0.030, 0.100], [-0.074, -0.087, 0.246], [-0.026, 0.028, 0.228], [-0.006, 0.269, 0.204], [0.224, 0.188, 0.152], [-0.535, 0.406, 0.030], [0.143, -0.120, 0.303], [0.393, -0.277, -0.323], [-0.003, 0.357, 0.170], [0.113, -0.397, 0.041], [-0.076, -0.101, -0.128]],
  "mulliken_charge": [-1.563, 0.587, -0.583, -0.989, -0.615, 0.385, 0.390, 0.340, 0.324, 0.227, 0.235, 0.347, 0.331, 0.246, 0.274, -0.643, 0.321, 0.321, -0.694, 0.443, 0.315]
}

| no. | Kohn-Sham gap (eV) | E_LUMO (Eh) | highest occupied orbital energy (eV) |
| --- | --- | --- | --- |
| 1 | 7.24 | 0.13588 | -3.54 |
| 2 | 6.34 | -0.02271 | -6.96 |
| 3 | 9.19 | 0.01823 | -8.70 |
| 4 | 10.00 | 0.03081 | -9.16 |
| 5 | 9.96 | 0.03467 | -9.01 |
| 6 | 10.26 | 0.02786 | -9.50 |